[1]
This record from the Open Molecules 2025 dataset describes a molecular structure, C48H50N6O5STi. The level of theory is wB97M-V/def2-TZVPD.

Calculated values
HOMO energy (spin up / spin down) in Ha: -0.027 / -0.094
Orbital gap (spin up / spin down) in eV: 4.65 / 6.46

ORCA input file:
```
! RIJCOSX wB97M-V def2-TZVPD def2/J DEFGRID3
* xyz -2 3
Ti 0.191 -0.310 -0.087
O 1.070 0.782 5.365
C 2.084 0.055 4.890
C 3.186 -0.226 5.746
C 4.116 -1.096 5.396
C 4.062 -1.840 4.202
C 2.970 -1.499 3.268
C 2.021 -0.574 3.549
C 1.003 -0.249 2.643
O 1.063 -0.979 1.592
N 0.289 0.901 2.663
N -0.176 1.149 1.395
C -0.635 2.347 1.226
C -1.192 2.968 0.001
C -1.918 4.044 -0.098
C -2.489 4.655 -1.211
C -2.111 4.136 -2.428
C -1.147 2.988 -2.564
C -0.886 2.371 -1.309
O -0.237 1.197 -1.230
H 0.499 0.843 4.512
H 3.321 0.307 6.684
H 5.042 -1.480 6.205
H 4.766 -2.748 3.721
H 2.826 -2.022 2.346
H -0.942 3.016 2.110
H -2.164 4.581 0.850
H -2.742 5.788 -1.450
H -2.603 4.513 -3.218
H -0.398 2.662 -3.567
C 4.030 0.879 1.264
C 3.028 1.891 0.706
C 2.696 3.083 1.531
C 3.148 2.017 -0.844
C 3.394 3.348 -1.487
C 3.181 3.543 -2.843
C 2.631 2.365 -3.554
C 2.499 1.220 -3.063
C 1.907 0.114 -3.863
C 0.623 0.539 -4.672
C 3.106 -0.529 -4.746
C 2.669 0.971 -1.603
N 2.277 -0.169 -1.099
C 2.926 -1.388 -1.024
O 4.093 -1.624 -1.295
C 1.875 -2.460 -0.756
C 2.396 -3.823 -0.808
C 1.366 -4.905 -0.487
C 0.047 -4.440 -0.378
C -0.404 -3.156 -0.344
N 0.723 -2.020 -0.686
C -1.749 -2.575 -0.455
O -2.861 -3.165 -0.463
N -1.616 -1.166 -0.316
C -2.874 -0.616 -0.550
C -3.727 -0.120 0.354
C -5.029 0.183 0.011
C -5.490 0.247 -1.259
C -4.677 -0.145 -2.181
C -3.384 -0.619 -1.940
C -2.420 -0.928 -3.171
C -2.655 -0.068 -4.304
C -3.036 -2.766 -3.575
C -3.307 -0.056 1.833
C -4.175 -1.213 2.720
C -3.500 1.355 2.491
H 3.987 0.584 2.363
H 3.791 0.056 0.821
H 4.926 0.924 0.943
H 1.606 1.281 0.516
H 3.584 4.050 1.485
H 1.740 3.732 0.964
H 2.872 2.642 2.585
H 3.794 4.236 -0.925
H 3.425 4.550 -3.377
H 2.486 2.494 -4.427
H 1.582 -0.887 -3.311
H 0.784 1.368 -5.333
H 0.012 -0.564 -5.221
H -0.130 1.131 -4.076
H 3.228 0.332 -5.558
H 4.055 -0.573 -4.258
H 3.265 -1.735 -4.968
H 3.511 -4.578 -1.023
H 1.500 -5.915 -0.877
H -0.839 -5.123 -0.164
H -5.612 0.374 0.954
H -6.533 0.568 -1.487
H -4.999 -0.227 -3.292
H -1.371 -1.141 -2.494
H -3.674 -0.206 -5.091
H -2.471 1.074 -4.266
H -1.688 -0.455 -5.151
H -4.033 -2.783 -4.026
H -2.184 -2.932 -4.115
H -3.496 -3.231 -2.681
H -2.325 -0.448 1.909
H -5.285 -0.922 2.270
H -3.606 -2.156 2.581
H -4.141 -0.861 3.823
H -4.584 1.566 3.013
H -2.697 1.617 3.308
H -3.322 2.103 1.737
S 0.544 -3.678 4.643
C -0.112 -2.479 5.662
C -0.965 -1.776 4.900
N -1.126 -2.185 3.552
C -0.267 -3.139 3.259
H 0.061 -2.167 6.652
H -1.477 -0.813 5.295
H -0.393 -3.790 2.537
*
```

[2]
This record from the Open Molecules 2025 dataset describes 7 unconnected molecules or ions with the total composition C19H58O25P6. The level of theory is wB97M-V/def2-TZVPD.

Calculated values
HOMO energy in Ha: -0.369
Orbital gap in eV: 10.39

ORCA input file:
```
! RIJCOSX wB97M-V def2-TZVPD def2/J DEFGRID3
* xyz 0 1
C -0.029 3.838 -2.924
O -0.521 5.157 -2.660
P 0.444 6.385 -2.426
O 1.661 6.161 -1.634
O 0.707 6.922 -3.896
C 1.397 8.152 -4.105
O -0.547 7.482 -1.831
C -1.056 7.250 -0.516
H 1.048 3.845 -3.084
H -0.607 3.399 -3.729
H -0.184 3.227 -2.030
H 0.658 8.939 -4.257
H 2.004 8.072 -5.004
H 2.055 8.391 -3.270
H -0.734 8.000 0.196
H -0.785 6.245 -0.186
H -2.145 7.183 -0.548
C -2.809 -2.847 -3.149
O -3.303 -2.611 -4.469
P -3.534 -3.856 -5.424
O -4.167 -5.030 -4.813
O -2.091 -4.137 -6.044
C -2.026 -4.860 -7.267
O -4.310 -3.214 -6.647
C -5.707 -2.945 -6.548
H -1.799 -2.465 -3.003
H -2.762 -3.918 -2.944
H -3.480 -2.360 -2.447
H -1.325 -5.697 -7.189
H -1.668 -4.266 -8.112
H -2.977 -5.313 -7.559
H -6.194 -3.329 -7.444
H -5.952 -1.900 -6.372
H -6.153 -3.513 -5.721
C 1.504 6.952 1.840
O 1.280 5.615 2.333
P -0.157 4.942 2.304
O -1.292 5.850 2.478
O 0.028 3.803 3.414
C -1.144 3.228 4.049
O -0.181 4.077 0.962
C 1.022 3.392 0.613
H 1.807 6.911 0.795
H 2.336 7.319 2.443
H 0.643 7.592 2.016
H -1.246 2.200 3.724
H -2.040 3.833 3.915
H -0.910 3.249 5.116
H 1.658 3.149 1.462
H 1.570 3.953 -0.146
H 0.754 2.439 0.154
C -1.445 -1.138 7.608
O -0.788 -0.823 6.406
P -1.635 -0.718 5.058
O -2.541 0.429 5.021
O -0.476 -0.759 3.968
C -0.715 -0.244 2.672
O -2.398 -2.119 5.014
C -1.694 -3.368 4.895
H -0.939 -1.958 8.126
H -2.466 -1.505 7.479
H -1.452 -0.274 8.268
H -1.760 0.060 2.574
H -0.546 -1.020 1.924
H -0.064 0.598 2.442
H -2.172 -4.098 5.545
H -0.633 -3.316 5.138
H -1.756 -3.670 3.853
C -1.693 -6.419 0.507
O -1.250 -5.504 1.519
P 0.019 -4.584 1.371
O 0.320 -3.732 2.521
O 1.185 -5.631 1.030
C 1.514 -6.672 1.967
O -0.176 -3.842 -0.013
C 0.968 -3.291 -0.698
H -2.736 -6.615 0.736
H -1.137 -7.351 0.610
H -1.580 -5.995 -0.487
H 0.770 -6.727 2.764
H 2.469 -6.423 2.436
H 1.619 -7.613 1.433
H 0.929 -3.602 -1.739
H 1.901 -3.623 -0.249
H 0.874 -2.210 -0.655
C 3.153 -1.769 2.562
O 3.597 -0.486 2.097
P 3.643 -0.086 0.566
O 2.394 0.482 0.062
O 4.899 0.868 0.474
C 6.224 0.395 0.630
O 4.098 -1.428 -0.159
C 4.285 -1.414 -1.592
H 2.255 -1.616 3.165
H 3.892 -2.185 3.251
H 2.976 -2.495 1.774
H 6.735 0.438 -0.339
H 6.296 -0.671 0.875
H 6.790 0.938 1.380
H 3.365 -1.783 -2.042
H 5.142 -2.032 -1.860
H 4.538 -0.417 -1.965
C -0.938 0.349 -1.394
O 0.362 0.243 -1.904
H -1.644 -0.127 -2.078
H -1.030 -0.131 -0.417
H -1.295 1.384 -1.350
H 1.003 0.410 -1.193
*
```

[3]
This record from the Open Molecules 2025 dataset describes 2 unconnected molecules or ions with the total composition C3H8NO3. The level of theory is wB97M-V/def2-TZVPD.

Calculated values
HOMO energy in Ha: -0.514
Orbital gap in eV: 10.09

ORCA input file:
```
! RIJCOSX wB97M-V def2-TZVPD def2/J DEFGRID3
* xyz 1 1
C -2.006 0.678 0.497
C -1.063 -0.392 0.940
C 0.897 -0.101 0.166
N 1.019 -0.980 -1.053
O -1.888 -0.576 -0.153
O 1.835 -0.613 0.978
O 1.029 1.255 -0.147
H -2.865 0.777 1.067
H -1.614 1.613 0.087
H -0.947 -0.957 1.761
H 1.542 -0.417 -1.734
H 0.099 -1.303 -1.398
H 1.595 -1.805 -0.703
H 2.530 0.017 1.183
H 1.775 1.338 -0.755
*
```

no.,maximum force (eV Å⁻¹),M (g/mol)
1,11.86,870.90
2,1.53,872.49
3,7.08,106.10